Run A
H3N2P | ωB97M-V/def2-TZVPD

Computed properties:
* total charge: 0
* HOMO energy: -9.4878 eV
* lowest unoccupied orbital energy: 0.31 eV
* frontier orbital gap: 9.80 eV

Geometry (Å):
1 N -0.2821 0.7347 0.4055
2 N -0.3673 -0.7129 0.2208
3 P 1.2165 0.0259 0.1376
4 H -0.5741 1.3030 -0.5298
5 H -0.3181 -1.1612 1.6116
6 H 1.4387 0.3233 -1.3292

Run B
H3N2P | ωB97M-V/def2-TZVPD

Computed properties:
* total charge: 0
* HOMO energy: -9.6126 eV
* structure (SMILES): [H]/N=P/N
* lowest unoccupied orbital energy: 0.84 eV
* frontier orbital gap: 10.46 eV

Geometry (Å):
1 H -2.3919 -0.5057 0.2184
2 N -1.4090 -0.6256 0.0355
3 P -0.8533 0.7768 0.0198
4 N 0.7531 0.4885 -0.0381
5 H 0.8923 -0.5224 -0.1472
6 H 1.4271 1.0160 -0.6713

Stability summary - winner: run B; margin: 401.0 kJ/mol.

Run A
C3H13NO2S | ωB97M-V/def2-TZVPD

Computed properties:
* total charge: 0
* HOMO energy: -8.7106 eV
* structure (SMILES): C[C@H](N)CS.O.O
* lowest unoccupied orbital energy: 0.31 eV
* frontier orbital gap: 9.02 eV

Geometry (Å):
1 C -0.0689 1.1393 -2.4789
2 C -0.4422 0.2590 -1.2596
3 N -1.8751 -0.0361 -1.4201
4 C -0.2568 1.1819 -0.0403
5 S -0.7585 0.3717 1.5047
6 H 0.8428 1.7148 -2.2769
7 H 0.0039 0.5743 -3.4052
8 H -0.8200 1.9198 -2.6022
9 H 0.2454 -0.5812 -1.1877
10 H -2.4514 0.1922 -0.6214
11 H -2.0429 -1.0130 -1.6247
12 H -0.9566 1.9980 -0.2200
13 H 0.7627 1.5424 -0.0386
14 H 0.4043 0.2244 2.1466
15 O 2.4940 -0.0183 0.6546
16 H 2.3714 -0.9550 0.5134
17 H 3.1420 0.1039 1.3107
18 O 0.7942 -2.5418 1.0283
19 H 1.4741 -2.8283 1.6393
20 H -0.0497 -2.5555 1.4852

Run B
C3H13NO2S | ωB97M-V/def2-TZVPD

Computed properties:
* total charge: 0
* HOMO energy: -8.8887 eV
* structure (SMILES): C[C@H](N)CS.O.O
* lowest unoccupied orbital energy: 0.41 eV
* frontier orbital gap: 9.30 eV

Geometry (Å):
1 C -2.2726 0.9174 2.5439
2 C -1.3531 0.0432 1.7031
3 N -0.0642 -0.3352 2.2881
4 C -1.1658 0.8028 0.3632
5 S -0.2858 -0.2376 -0.9105
6 H -3.2018 0.8394 1.9637
7 H -2.4382 0.6396 3.5778
8 H -2.0096 1.9805 2.5491
9 H -1.7956 -0.8961 1.3533
10 H 0.6157 0.4096 2.2556
11 H 0.2119 -1.1559 1.7758
12 H -0.5657 1.6992 0.5071
13 H -2.1325 1.0573 -0.0662
14 H 0.8285 0.5516 -1.0348
15 O 2.6534 1.1998 1.0751
16 H 3.0146 0.9060 1.9040
17 H 3.3119 0.9992 0.3868
18 O 1.5973 -2.1579 -5.2808
19 H 1.5776 -1.9991 -6.2289
20 H 1.8913 -1.2746 -4.9747

Run C
C3H13NO2S | ωB97M-V/def2-TZVPD

Computed properties:
* total charge: 0
* HOMO energy: -8.9153 eV
* lowest unoccupied orbital energy: -0.53 eV
* frontier orbital gap: 8.38 eV

Geometry (Å):
1 C 2.2537 0.0878 0.4771
2 N 1.0000 0.4565 1.0801
3 C -0.1334 -0.3646 0.6686
4 C -1.4694 0.1940 1.1574
5 S -2.8298 -0.2617 0.0583
6 H 2.6457 -0.9256 0.5802
7 H 3.0923 0.6669 0.8734
8 H 2.2619 0.3290 -0.5892
9 H 1.1289 0.4516 2.0936
10 H -0.0720 -0.5056 -0.4073
11 H -0.0473 -1.4272 1.0244
12 H -1.7269 -0.1122 2.1598
13 H -1.3338 1.2761 1.1259
14 H -2.5632 -1.8831 0.9275
15 H -2.0938 -1.6749 -1.9551
16 H -0.9058 -2.4610 -2.7196
17 O -1.1933 -2.0109 -1.9143
18 H 0.5538 2.1697 -0.9716
19 H 0.3992 3.2239 -2.1174
20 O 1.0331 2.7713 -1.5519

Stability summary - winner: run A; margin: 13.2 kJ/mol.

Run A
C7H10BINO4 | ωB97M-V/def2-TZVPD

Computed properties:
* total charge: +1
* HOMO energy (alpha / beta): -12.0424 / -11.5916 eV
* structure (SMILES): C[NH+]1CC(=O)OB(/C=C/I)OC(=O)C1
* lowest unoccupied orbital energy (alpha / beta): -4.16 / -4.64 eV
* frontier orbital gap (alpha / beta): 7.89 / 6.96 eV

Geometry (Å):
1 C -1.5673 0.9884 0.9892
2 N -1.0881 -0.1805 0.2112
3 C -0.5001 0.2352 -1.1075
4 C 0.8028 1.0655 -0.8435
5 O 0.7451 2.2562 -0.5563
6 O 1.9468 0.4098 -0.9227
7 B 2.4286 -0.8549 -0.5744
8 C 3.8880 -1.0293 -0.3039
9 C 4.8916 0.4748 -0.2043
10 I 6.9044 0.3863 0.1844
11 O 1.6675 -1.9716 -0.4525
12 C 0.4352 -2.1665 -0.1018
13 O -0.3020 -3.0780 -0.3154
14 C -0.0870 -0.9826 0.9728
15 H -1.6533 0.7121 2.1005
16 H -0.7530 1.7697 1.0534
17 H -2.4639 1.4548 0.6332
18 H -1.9303 -0.5968 -0.0265
19 H -1.2200 0.7524 -1.6188
20 H -0.2376 -0.7261 -1.7324
21 H 4.4968 -1.9278 0.0469
22 H 4.3734 1.4078 -0.1611
23 H -0.5209 -1.5036 1.6942
24 H 0.7632 -0.3937 1.3621

Run B
C7H10BINO4 | ωB97M-V/def2-TZVPD

Computed properties:
* total charge: +1
* HOMO energy: -11.9999 eV
* structure (SMILES): C[NH+]1CC(=O)OB(/C=C/I)OC(=O)C1
* lowest unoccupied orbital energy: -3.77 eV
* frontier orbital gap: 8.23 eV

Geometry (Å):
1 C 3.0548 -0.7847 -0.0877
2 N 1.8227 0.0865 -0.4093
3 C 0.7699 -0.6708 -1.1716
4 C -0.1331 -1.3899 -0.1293
5 O 0.0927 -2.5225 0.2563
6 O -1.1643 -0.6355 0.2296
7 B -1.7223 0.5759 0.4932
8 C -3.3094 0.7546 0.5823
9 C -4.0750 -0.1766 0.0160
10 I -6.1371 -0.3064 0.0134
11 O -0.9292 1.6645 0.7884
12 C 0.2711 1.8219 0.3440
13 O 0.5509 2.6724 -0.4486
14 C 1.3227 0.7675 0.8083
15 H 2.7441 -1.8669 -0.3220
16 H 3.7789 -0.5500 -0.8082
17 H 3.3987 -0.6330 1.0050
18 H 2.1630 0.9999 -0.9711
19 H 1.2276 -1.5279 -1.7933
20 H 0.2812 0.0290 -1.7434
21 H -3.7390 1.6048 0.9937
22 H -3.3966 -1.0803 -0.3686
23 H 2.1592 1.2294 1.2576
24 H 0.9683 -0.0618 1.4652

Stability summary - winner: run B; margin: 267.5 kJ/mol.

Run A
C5H11N4 | ωB97M-V/def2-TZVPD

Computed properties:
* total charge: +1
* HOMO energy: -13.8724 eV
* structure (SMILES): N#[N+]N1CCCCNC1
* lowest unoccupied orbital energy: -4.01 eV
* frontier orbital gap: 9.87 eV

Geometry (Å):
1 N -2.7009 2.0744 -1.4267
2 N -1.7670 1.7248 -0.9370
3 N -0.8455 1.2273 -0.3348
4 C 0.5558 1.4896 -0.7384
5 C 1.2640 0.1331 -0.9575
6 C 1.3655 -0.7519 0.3201
7 C 0.1299 -1.7147 0.4892
8 N -1.0579 -1.0649 0.6940
9 C -1.2169 0.1676 1.1157
10 H 1.0027 2.0822 0.0481
11 H 0.5095 1.9422 -1.6442
12 H 2.2185 0.3622 -1.3040
13 H 0.9840 -0.4956 -1.8285
14 H 2.0896 -1.4997 0.2214
15 H 1.6549 -0.2207 1.1640
16 H 0.0965 -2.5749 -0.2052
17 H 0.4537 -2.2965 1.3836
18 H -1.9605 -1.6279 0.6449
19 H -2.2711 0.4893 1.5001
20 H -0.5047 0.5541 1.7952

Run B
C5H11N4 | ωB97M-V/def2-TZVPD

Computed properties:
* total charge: +1
* HOMO energy: -13.9721 eV
* structure (SMILES): C[C@@]1(N)CN=CNC1=[NH2+]
* lowest unoccupied orbital energy: -4.00 eV
* frontier orbital gap: 9.97 eV

Geometry (Å):
1 C -0.3740 1.2402 1.2605
2 C -0.4421 0.4199 0.0222
3 N -1.7370 0.3909 -0.6350
4 C 0.6453 0.8792 -1.0491
5 N 1.9655 0.7037 -0.3900
6 C 2.1708 -0.3400 0.2785
7 N 1.2341 -1.3610 0.2537
8 C -0.0392 -1.0178 -0.0438
9 N -1.0510 -1.8878 -0.1545
10 H -1.0566 2.0801 1.2079
11 H 0.4526 1.6744 1.6086
12 H -0.7556 0.6428 2.0718
13 H -2.4390 0.8371 -0.0645
14 H -1.6755 0.9665 -1.5382
15 H 0.4763 1.8642 -1.2838
16 H 0.5613 0.0425 -1.8298
17 H 3.0668 -0.5942 0.7683
18 H 1.6641 -2.2914 0.4900
19 H -1.7529 -1.3407 -0.6003
20 H -0.9138 -2.9085 -0.3724

Stability summary - winner: run B; margin: 265.8 kJ/mol.

Run A
C2H8NO2 | ωB97M-V/def2-TZVPD

Computed properties:
* total charge: +1
* HOMO energy: -14.7897 eV
* lowest unoccupied orbital energy: -3.90 eV
* frontier orbital gap: 10.89 eV

Geometry (Å):
1 O -0.3154 1.6867 0.5403
2 C 0.7554 1.4718 0.0574
3 C 1.0247 0.2568 -0.8393
4 N 0.3362 -0.9873 -0.3103
5 H 1.6014 2.1559 0.2262
6 H 0.6009 0.4721 -1.8117
7 H 2.0878 0.0690 -0.7913
8 H -0.4632 -0.7938 0.4141
9 H -0.1135 -1.4619 -1.0844
10 H 1.0024 -1.6374 0.1088
11 H -2.1339 0.3823 1.3675
12 H -2.4979 -1.1649 1.1716
13 O -1.8848 -0.4492 0.9509

Run B
C2H8NO2 | ωB97M-V/def2-TZVPD

Computed properties:
* total charge: +1
* HOMO energy: -15.9474 eV
* lowest unoccupied orbital energy: -3.65 eV
* frontier orbital gap: 12.29 eV

Geometry (Å):
1 C -0.4147 1.2959 0.5883
2 N -1.3917 0.3685 -0.1482
3 H -0.0791 0.7408 1.3732
4 H -0.8777 2.2827 0.9028
5 H 0.6660 1.2525 0.0030
6 H -0.9149 -0.3857 -0.6401
7 H -2.1953 0.1750 0.5073
8 H -1.7017 0.7480 -0.9862
9 O 0.3257 -1.1497 -1.3102
10 C 1.1314 -1.5798 -0.4866
11 O 1.6609 -0.8971 0.5188
12 H 1.4768 -2.6616 -0.4883
13 H 2.3141 -0.1894 0.1663

Stability summary - winner: run A; margin: 96.1 kJ/mol.

Run A
C25H34N6O2 | ωB97M-V/def2-TZVPD

Computed properties:
* total charge: 0
* HOMO energy: -6.7222 eV
* structure (SMILES): CNC(=O)[C@H](Cc1c[nH]c2ccccc12)NC(C)=O.CN1CCN(C)c2cc(CN)ccc21
* lowest unoccupied orbital energy: 0.57 eV
* frontier orbital gap: 7.29 eV

Geometry (Å):
1 C -2.7289 -1.1697 -2.8297
2 N -3.1910 0.0419 -2.1535
3 C -2.4692 1.1196 -1.8287
4 O -3.0266 2.0652 -1.2821
5 C -0.9469 1.1431 -2.0647
6 C -0.2113 1.1729 -0.7214
7 C 1.2540 0.8929 -0.8186
8 C 2.2550 1.7702 -0.5821
9 N 3.4714 1.1501 -0.7952
10 C 3.3099 -0.1639 -1.1802
11 C 4.2148 -1.1840 -1.5064
12 C 3.7179 -2.4556 -1.8393
13 C 2.3315 -2.6921 -1.8292
14 C 1.4325 -1.6593 -1.5031
15 C 1.8980 -0.3654 -1.1820
16 N -0.5178 2.2787 -2.8866
17 C -0.7388 2.3653 -4.1955
18 C -0.2496 3.6222 -4.8761
19 O -1.2930 1.4862 -4.8438
20 H -2.3383 -0.9141 -3.8181
21 H -3.5604 -1.8656 -2.9504
22 H -1.9436 -1.6531 -2.2464
23 H -4.1739 0.1212 -1.9465
24 H -0.6540 0.2307 -2.5794
25 H -0.3694 2.1389 -0.2389
26 H -0.6508 0.4124 -0.0781
27 H 2.1120 2.7984 -0.2753
28 H 4.3614 1.6105 -0.6794
29 H 5.2771 -0.9956 -1.4979
30 H 4.3998 -3.2564 -2.0901
31 H 1.9531 -3.6788 -2.0580
32 H 0.3726 -1.8633 -1.4735
33 H -0.0691 3.0483 -2.4213
34 H 0.8089 3.7594 -4.6640
35 H -0.3971 3.5202 -5.9500
36 H -0.8183 4.4730 -4.5061
37 C -2.0607 2.1996 4.1813
38 N -0.9207 1.4238 3.6553
39 C 0.4290 1.7266 4.1798
40 C 1.5262 1.2402 3.2247
41 N 1.3277 -0.1862 2.8981
42 C 2.5095 -1.0222 2.6117
43 C 0.0155 -0.5758 2.5374
44 C -0.2102 -1.7442 1.7835
45 C -1.5033 -2.1410 1.3981
46 C -1.7898 -3.3869 0.5912
47 N -0.6062 -4.2376 0.4187
48 C -2.5812 -1.3329 1.7645
49 C -2.3831 -0.1676 2.5032
50 C -1.0989 0.2313 2.9094
51 H -2.6586 2.6034 3.3577
52 H -2.6957 1.5681 4.8114
53 H -1.7126 3.0414 4.7883
54 H 0.5554 1.2369 5.1504
55 H 0.5449 2.8046 4.3261
56 H 2.5013 1.3993 3.6946
57 H 1.4943 1.8299 2.3031
58 H 2.3705 -2.0306 3.0141
59 H 3.4071 -0.6007 3.0737
60 H 2.6779 -1.0896 1.5328
61 H 0.6339 -2.3441 1.4689
62 H -2.5738 -3.9606 1.0977
63 H -2.1749 -3.0968 -0.3910
64 H -0.8508 -5.1216 -0.0247
65 H -0.1508 -4.3955 1.3175
66 H -3.5897 -1.6031 1.4669
67 H -3.2539 0.4278 2.7471

Run B
C25H34N6O2 | ωB97M-V/def2-TZVPD

Computed properties:
* total charge: 0
* HOMO energy: -8.2794 eV
* structure (SMILES): CCCn1cc(CN2CCC(n3nccc3NC(=O)CCOc3ccccc3)CC2)c(C)n1
* lowest unoccupied orbital energy: 0.63 eV
* frontier orbital gap: 8.91 eV

Geometry (Å):
1 C 6.5198 -4.8896 3.1635
2 C 5.8634 -6.0841 2.4835
3 C 5.1354 -5.6865 1.1942
4 N 4.0162 -4.8279 1.4622
5 C 3.9642 -3.4819 1.3897
6 C 2.7083 -3.0988 1.8067
7 C 2.1331 -1.7257 1.8975
8 N 0.9139 -1.6198 1.1119
9 C 0.2068 -0.3805 1.3554
10 C -1.1682 -0.4469 0.6986
11 C -1.0417 -0.6415 -0.8169
12 N -0.5480 0.5686 -1.4450
13 N 0.6575 0.6281 -2.0026
14 C 0.8256 1.8665 -2.4224
15 C -0.2967 2.6464 -2.1366
16 C -1.1675 1.7700 -1.5137
17 N -2.4316 2.0695 -0.9986
18 C -3.5900 1.4000 -1.2364
19 O -3.6677 0.3430 -1.8231
20 C -4.8065 2.1191 -0.6637
21 C -5.0469 3.4576 -1.3643
22 O -4.0274 4.3540 -0.9647
23 C -3.9152 5.5634 -1.5965
24 C -2.7943 6.3193 -1.2549
25 C -2.5885 7.5551 -1.8323
26 C -3.4926 8.0527 -2.7578
27 C -4.6041 7.3037 -3.0944
28 C -4.8238 6.0616 -2.5203
29 C -0.1256 -1.8306 -1.0992
30 C 1.1785 -1.7667 -0.3096
31 C 2.0576 -4.3137 2.1183
32 C 0.6670 -4.4828 2.6121
33 N 2.8666 -5.3364 1.9044
34 H 5.7745 -4.1405 3.4211
35 H 7.0199 -5.2013 4.0770
36 H 7.2581 -4.4323 2.5075
37 H 6.6194 -6.8319 2.2378
38 H 5.1374 -6.5401 3.1583
39 H 5.8179 -5.1645 0.5185
40 H 4.7550 -6.5847 0.7003
41 H 4.7986 -2.9012 1.0493
42 H 1.8701 -1.5137 2.9403
43 H 2.8928 -0.9872 1.5796
44 H 0.0872 -0.2519 2.4352
45 H 0.7652 0.4927 0.9671
46 H -1.7119 -1.2993 1.1070
47 H -1.7321 0.4602 0.9222
48 H -2.0330 -0.8417 -1.2408
49 H 1.7347 2.1527 -2.9127
50 H -0.4638 3.6817 -2.3542
51 H -2.5413 3.0336 -0.7016
52 H -5.6756 1.4777 -0.8061
53 H -4.6604 2.2964 0.4032
54 H -6.0294 3.8548 -1.0760
55 H -5.0266 3.3172 -2.4532
56 H -2.0996 5.9200 -0.5317
57 H -1.7169 8.1316 -1.5610
58 H -3.3302 9.0183 -3.2112
59 H -5.3159 7.6834 -3.8122
60 H -5.7022 5.4996 -2.7959
61 H 0.1051 -1.8695 -2.1632
62 H -0.6647 -2.7370 -0.8213
63 H 1.7292 -2.6987 -0.4566
64 H 1.7927 -0.9343 -0.6899
65 H 0.5989 -4.1760 3.6560
66 H 0.3719 -5.5250 2.5324
67 H -0.0025 -3.8545 2.0295

Stability summary - winner: run A; margin: 104.6 kJ/mol.